[1]
ORCA calculation (wB97M-V/def2-TZVPD) on 2 unconnected molecules or ions with the total composition C4H12NO3.

```
20
Properties=species:S:1:pos:R:3
O -0.888 1.023 1.497
C 0.032 1.583 0.731
C 1.049 0.644 0.137
N 0.460 -0.755 0.075
C 1.420 -1.865 -0.207
C 0.733 -2.997 -1.008
O 0.182 2.761 0.563
H -1.543 1.573 1.948
H 1.917 0.579 0.787
H 1.288 0.912 -0.888
H -0.264 -0.753 -0.651
H 0.065 -0.876 0.998
H 2.227 -1.487 -0.841
H 1.811 -2.288 0.707
H 0.840 -3.964 -0.520
H -0.330 -2.842 -1.209
H 1.119 -3.090 -2.025
H -2.546 0.936 -1.899
H -3.007 -0.175 -0.872
O -2.256 0.243 -1.303
```

Kohn-Sham gap (eV): 11.64
Net charge: +1
LUMO level (eV): -3.126

***

[2]
ORCA calculation (wB97M-V/def2-TZVPD) on 3 unconnected molecules or ions with the total composition C4H12NO4.

```
21
Properties=species:S:1:pos:R:3
C -0.570 0.823 2.381
C 0.016 0.641 1.002
C -1.154 0.215 0.030
C -1.065 0.453 -1.506
O -1.649 1.435 -1.976
O -0.527 -0.485 -2.225
N 1.135 -0.303 0.972
H -1.313 1.620 2.425
H 0.230 1.139 3.065
H -1.023 -0.073 2.805
H 0.392 1.577 0.586
H -1.353 -0.857 0.071
H -1.976 0.844 0.379
H 0.988 -1.070 1.608
H 1.307 -0.561 0.019
H -0.184 -2.645 -1.051
H 1.145 -2.063 -1.435
O 0.757 -2.779 -0.914
H 1.013 0.224 -1.965
H 1.852 1.375 -2.311
O 1.982 0.491 -1.960
```

Kohn-Sham gap (eV): 8.57
Net charge: -1
LUMO level (eV): 3.739

***

[3]
ORCA calculation (wB97M-V/def2-TZVPD) on 2 unconnected molecules or ions with the total composition C4H12NOS.

```
19
Properties=species:S:1:pos:R:3
C 1.984 -1.872 0.578
N 0.723 -1.401 -0.017
C 0.149 -0.213 0.628
C -0.992 0.331 -0.227
S -1.992 1.719 0.336
C 1.142 0.918 0.937
H 2.906 -1.480 0.158
H 1.936 -1.890 1.660
H 2.018 -2.935 0.276
H 0.892 -1.117 -0.977
H -0.204 -0.505 1.618
H -0.521 0.463 -1.224
H -1.630 -0.528 -0.473
H 1.948 0.492 1.515
H 0.617 1.690 1.497
H 1.617 1.331 0.040
H -3.307 1.371 -1.400
H -3.406 2.140 -2.728
O -3.883 1.488 -2.196
```

Kohn-Sham gap (eV): 6.34
Net charge: -1
LUMO level (eV): 3.572

***

[4]
ORCA calculation (wB97M-V/def2-TZVPD) on 2 unconnected molecules or ions with the total composition C4H12NOS.

```
19
Properties=species:S:1:pos:R:3
C -1.092 -2.693 -0.016
N -1.122 -1.291 -0.446
C 0.063 -0.540 -0.134
C -0.235 0.988 -0.150
S 1.123 1.940 0.586
C 1.235 -0.799 -1.090
H -1.036 -2.702 1.057
H -2.061 -3.132 -0.223
H -0.263 -3.245 -0.466
H -1.571 -1.232 -1.344
H 0.356 -0.760 0.888
H -0.509 1.194 -1.183
H -1.106 1.108 0.495
H 1.975 -1.508 -0.696
H 1.871 0.061 -1.253
H 0.891 -1.147 -2.069
H 0.732 5.083 2.633
H 0.590 4.003 1.419
O 0.159 4.672 1.993
```

Kohn-Sham gap (eV): 6.28
Net charge: -1
LUMO level (eV): 3.659

***

[5]
ORCA calculation (wB97M-V/def2-TZVPD) on 2 unconnected molecules or ions with the total composition C4H12NOS.

```
19
Properties=species:S:1:pos:R:3
C -1.430 -0.020 -0.375
N -0.774 -0.803 0.689
C 0.617 -1.019 0.639
C 1.483 0.274 0.888
S 3.252 -0.071 1.054
C -2.757 0.557 0.128
H -0.775 0.740 -0.834
H -1.650 -0.792 -1.287
H -0.757 -0.021 1.439
H 1.030 -1.424 -0.350
H 0.815 -1.815 1.472
H 0.980 0.688 1.797
H 1.450 0.991 0.006
H -2.586 1.379 0.744
H -3.408 0.821 -0.772
H -3.278 -0.175 0.706
H 3.042 0.104 -1.298
H 1.875 0.351 -2.315
O 2.873 0.233 -2.333
```

Kohn-Sham gap (eV): 6.32
Net charge: -1
LUMO level (eV): 3.464

***

[6]
ORCA calculation (wB97M-V/def2-TZVPD) on 2 unconnected molecules or ions with the total composition C4H12NOS.

```
19
Properties=species:S:1:pos:R:3
C -0.887 2.079 0.844
O -0.498 0.962 1.575
C -0.019 2.420 -0.337
H -1.885 1.920 0.439
H -0.923 2.984 1.468
H -0.891 0.098 1.136
H 0.217 1.507 -0.927
H -0.635 3.092 -0.971
H 0.981 2.869 -0.121
C 0.893 -1.806 -0.829
C -0.495 -2.255 -0.396
S -1.706 -0.972 -0.270
N 1.723 -1.175 0.226
H 0.798 -1.132 -1.719
H 1.482 -2.651 -1.217
H -0.424 -2.781 0.585
H -0.877 -3.005 -1.118
H 1.920 -1.797 1.005
H 1.226 -0.358 0.629
```

Kohn-Sham gap (alpha / beta) (eV): 10.14 / 6.66
Spin multiplicity: 2
Net charge: 0
LUMO level (alpha / beta) (eV): 0.707 / -2.639

***

What did we get for relative energy (zero: lowest compared OMol25 entry of this formula, charge and spin)? Answer: 64.0, 89.0, 48.0, 69.3, 132.0, 79.3 kJ/mol, in the order shown.
What did we get for E? Answer: -11968.932, -14024.794, -18716.257, -18716.036, -18715.387, -18713.419 eV, in the order shown.